[1]
{
  "formula": "C4H11NO2",
  "method": "wB97M-V/def2-TZVPD",
  "symbols": ["O", "H", "H", "H", "N", "H", "H", "H", "H", "C", "O", "H", "H", "C", "C", "H", "C", "H"],
  "coordinates": [[-1.45, 0.13, -1.10], [-3.46, 0.78, 1.18], [-3.02, 2.32, 0.39], [0.08, -1.63, -1.38], [1.30, -0.14, -0.20], [3.39, -0.53, -0.19], [-3.78, 1.02, -0.56], [0.17, 0.46, 0.54], [2.56, -0.65, 1.37], [0.84, -1.58, -0.60], [-0.84, 0.81, 0.93], [1.30, 0.42, -1.04], [0.53, -2.06, 0.33], [-1.72, 0.67, -0.03], [-3.09, 1.23, 0.27], [2.88, 0.95, 0.65], [2.61, -0.09, 0.44], [1.72, -2.09, -1.01]],
  "lowdin_charge": [0.016, 0.075, 0.088, 0.065, -0.172, 0.078, 0.084, 0.099, 0.085, -0.040, 0.018, 0.119, 0.083, -0.633, -0.002, 0.086, -0.117, 0.069],
  "max_force_ev_per_a": 2.27,
  "spin_multiplicity": 1
}

=====

[2]
{
  "formula": "C4H11NO2",
  "method": "wB97M-V/def2-TZVPD",
  "symbols": ["H", "H", "C", "H", "H", "C", "N", "C", "H", "O", "C", "H", "H", "H", "H", "H", "O", "H"],
  "coordinates": [[-0.43, -1.16, 0.13], [2.54, -0.69, -1.52], [1.47, -0.45, -1.55], [1.34, 0.53, -2.01], [1.24, -0.35, 2.17], [-1.27, -0.28, -0.45], [1.29, 0.65, 1.93], [0.97, -0.46, -0.14], [0.96, -1.22, -2.13], [1.34, 0.68, 0.49], [-1.77, 0.87, 0.40], [-1.94, 0.56, 1.43], [-1.97, -1.13, -0.41], [0.38, 1.06, 2.17], [-2.72, 1.28, 0.03], [-1.20, -0.01, -1.50], [0.83, -1.57, 0.54], [-1.05, 1.69, 0.41]],
  "lowdin_charge": [0.135, 0.104, 0.018, 0.096, 0.083, -0.194, 0.103, -0.554, 0.097, -0.059, -0.167, 0.067, 0.082, 0.077, 0.065, 0.072, -0.080, 0.056],
  "max_force_ev_per_a": 3.74,
  "spin_multiplicity": 1
}

=====

[3]
{
  "formula": "C4H11NO2",
  "method": "wB97M-V/def2-TZVPD",
  "symbols": ["H", "N", "H", "C", "C", "O", "C", "H", "H", "H", "H", "H", "C", "O", "H", "H", "H", "H"],
  "coordinates": [[2.25, 0.16, -1.64], [0.58, 1.38, 0.47], [0.86, 2.30, 0.16], [1.63, -0.55, -1.08], [-0.78, -0.59, -0.38], [2.22, -0.92, 0.16], [0.01, 0.58, -0.51], [-2.31, 1.23, 0.85], [0.09, 1.48, 1.35], [1.50, -1.45, -1.67], [0.40, -1.81, 0.54], [2.34, -0.10, 0.66], [-2.07, 0.17, 0.94], [-0.50, -1.81, 0.16], [-2.96, -0.43, 0.77], [-0.20, 1.10, -1.45], [-1.58, -0.05, 1.88], [-1.49, -0.70, -1.20]],
  "lowdin_charge": [0.075, 0.049, 0.097, -0.130, -0.336, -0.120, -0.278, 0.023, 0.083, 0.090, 0.094, 0.072, -0.019, -0.015, 0.024, 0.131, 0.027, 0.132],
  "max_force_ev_per_a": 6.97,
  "spin_multiplicity": 1
}

=====

[4]
{
  "formula": "C4H11NO2",
  "method": "wB97M-V/def2-TZVPD",
  "symbols": ["H", "H", "O", "H", "H", "O", "H", "H", "C", "H", "N", "H", "C", "C", "C", "H", "H", "H"],
  "coordinates": [[3.16, 0.02, 0.30], [3.03, 1.53, 1.17], [-1.63, -0.86, -2.85], [-1.74, 0.74, -0.97], [-1.91, -0.33, 0.48], [0.69, -0.72, 0.88], [0.99, 2.25, 1.93], [-1.96, -2.25, -1.41], [-2.09, -0.22, -0.59], [-0.78, -0.82, -3.29], [0.55, 1.39, 1.67], [-0.45, 1.32, 1.60], [-1.47, -1.28, -1.50], [2.73, 0.49, 1.18], [1.25, 0.30, 1.22], [3.26, 0.03, 2.02], [-3.18, -0.23, -0.64], [-0.43, -1.37, -1.19]],
  "lowdin_charge": [0.081, 0.073, -0.086, 0.078, 0.054, 0.035, 0.094, 0.108, -0.104, 0.077, 0.158, 0.095, -0.312, -0.013, -0.580, 0.086, 0.068, 0.088],
  "max_force_ev_per_a": 0.86,
  "spin_multiplicity": 1
}

=====

In order of appearance, Kohn-Sham gap = 10.3, 9.7, 8.4, 10.7 eV.
In order of appearance, energy above the lowest of the compared OMol25 structures with the same formula, charge and spin = 14.9, 118.1, 107.7, 14.5 kcal per mole.
In order of appearance, LUMO = 0.86, 0.95, 0.78, 0.77 eV.